# 1
C28H42GeN as an isolated structure in a non-equilibrium geometry. Source: the Open Molecules 2025 dataset; level of theory: wB97M-V/def2-TZVPD.

```
72
C28H42GeN wB97M-V/def2-TZVPD
C -3.5389 3.9237 17.4833
C -3.1900 2.8367 16.4637
C -2.6068 3.3309 15.1287
C -2.2930 2.1360 14.2042
Ge -1.5674 2.5562 12.4131
C -2.8391 3.8665 11.6832
C -4.1845 3.1995 11.4041
C -5.2004 4.1414 10.7441
C -6.5171 3.4192 10.4693
C -0.1951 3.9327 12.8842
C 1.0142 3.4553 13.6985
C 1.8599 2.4558 12.9037
C 2.9893 1.8395 13.7329
H -1.5652 1.3016 11.3821
H -3.9424 3.4407 18.3797
H -2.6568 4.5000 17.7878
H -4.3039 4.6128 17.1053
H -2.4629 2.1435 16.9100
H -4.0903 2.2472 16.2396
H -3.3197 4.0218 14.6482
H -1.6982 3.9253 15.3219
H -1.5486 1.4735 14.6675
H -3.1957 1.5413 14.0113
H -2.9155 4.6498 12.4570
H -2.3898 4.3055 10.7803
H -4.0450 2.3181 10.7593
H -4.6166 2.8212 12.3439
H -5.3684 5.0065 11.4002
H -4.7746 4.5348 9.8111
H -7.2203 4.0903 9.9714
H -6.3564 2.5498 9.8221
H -6.9750 3.0771 11.4039
H 0.1242 4.3907 11.9370
H -0.7631 4.6801 13.4621
H 1.6357 4.3347 13.9464
H 0.7046 3.0151 14.6607
H 1.2210 1.6568 12.4928
H 2.2923 2.9758 12.0359
H 3.5639 1.1370 13.1191
H 3.6804 2.6114 14.0962
H 2.5957 1.2903 14.5980
C -1.3862 1.9910 5.6118
N -1.6742 0.9559 6.5869
C -1.3134 1.0013 7.8946
C -1.7109 -0.1965 8.5434
C -1.4464 -0.4718 9.8886
C -1.9255 -1.6473 10.5705
C -3.2287 -2.1611 10.3307
C -3.6628 -3.3347 10.9366
C -2.8182 -4.0124 11.8283
C -1.5323 -3.5154 12.0990
C -1.0961 -2.3437 11.4920
C -2.3310 -1.0316 7.4833
C -2.7618 -2.3490 7.3584
C -3.3010 -2.7972 6.1393
C -3.3642 -1.9592 5.0125
C -2.8379 -0.6582 5.0809
C -2.3269 -0.2462 6.3065
H -1.8558 1.7354 4.6586
H -1.7661 2.9594 5.9601
H -0.3024 2.0918 5.4628
H -0.7862 1.8512 8.3196
H -0.6684 0.1407 10.3493
H -3.8838 -1.6415 9.6230
H -4.6554 -3.7306 10.7006
H -3.1647 -4.9204 12.3244
H -0.8656 -4.0542 12.7822
H -0.0872 -1.9578 11.6730
H -2.6942 -3.0307 8.2034
H -3.6893 -3.8146 6.0664
H -3.7973 -2.3211 4.0810
H -2.8217 0.0104 4.2242
```

Values from the calculation:
Charge: +1
Orbital gap (eV): 6.31
HOMO level (eV): -11.30

Löwdin atomic charge list, values in e, 4 entries: C -0.1136; C -0.2806; C -0.2798; C -0.3272

=====

# 2
C28H42N9O2Rh as an isolated structure in a non-equilibrium geometry. Source: the Open Molecules 2025 dataset; level of theory: wB97M-V/def2-TZVPD.

```
82
C28H42N9O2Rh wB97M-V/def2-TZVPD
Rh -0.3369 -0.4076 0.2762
N 0.3872 -0.0104 2.4424
C -0.5364 -0.4854 3.4841
C -1.0720 -1.8604 3.1407
N -1.7391 -1.7972 1.8378
H 1.2885 -0.4748 2.5180
H 0.5626 0.9868 2.5615
H -1.3690 0.2192 3.5365
H -0.0610 -0.5106 4.4660
H -1.7294 -2.2045 3.9425
H -0.2387 -2.5623 3.0665
H -2.5732 -1.2224 1.8809
H -2.0037 -2.7112 1.4941
C -2.1515 1.4986 -2.0686
C -3.0230 1.2810 -0.8227
C -4.1556 0.3179 -1.2279
C -2.2265 0.6455 0.3064
C -3.5778 2.6170 -0.3060
C -2.7161 3.6991 -0.1070
C -3.1655 4.8937 0.4356
C -4.4976 5.0395 0.8051
C -5.3632 3.9720 0.6287
C -4.9066 2.7761 0.0804
H -1.6499 0.5654 -2.3346
H -1.3717 2.2458 -1.9097
H -2.7670 1.8219 -2.9137
H -3.7142 -0.5683 -1.6911
H -4.8357 0.7848 -1.9479
H -4.7330 -0.0161 -0.3629
H -2.6362 0.8652 1.2980
H -1.6677 3.5952 -0.3577
H -2.4696 5.7134 0.5804
H -4.8512 5.9717 1.2278
H -6.4023 4.0636 0.9224
H -5.6091 1.9619 -0.0459
N 0.8313 0.0985 -1.4975
C 1.9051 0.3373 -1.1172
C 3.1638 0.6660 -0.6014
C 3.5537 0.0121 0.6007
N 3.8006 -0.5544 1.5780
C 3.8962 1.7504 -1.1474
N 4.4485 2.6661 -1.5862
C -0.3192 -3.9119 -3.5492
C -1.3630 -3.0149 -2.9174
N -0.9409 -2.6529 -1.5715
C 0.1272 -3.1883 -0.8984
N 0.5703 -2.5429 0.1499
C 1.6324 -3.1482 0.9468
C 2.5269 -4.0430 0.1093
C 1.6657 -5.0586 -0.6149
N 0.6189 -4.3713 -1.3591
C 0.0391 -4.9925 -2.5441
H 0.5785 -3.3342 -3.7778
H -0.7024 -4.3468 -4.4716
H -2.3183 -3.5445 -2.8758
H -1.5124 -2.1094 -3.5052
H -1.1330 -1.7281 -1.2218
H 1.2035 -3.7349 1.7694
H 2.2317 -2.3567 1.3903
H 3.2623 -4.5473 0.7362
H 3.0606 -3.4314 -0.6228
H 1.2295 -5.7624 0.1026
H 2.2577 -5.6375 -1.3238
H -0.8563 -5.5718 -2.2885
H 0.7739 -5.6836 -2.9525
O 1.2275 2.9185 2.5189
C 1.2815 3.0785 1.3239
O 0.5497 2.3596 0.4784
C 2.2129 4.0697 0.6276
N 1.9113 4.0925 -0.8134
C 1.2727 5.3895 -1.0994
C 1.8874 6.3645 -0.0993
C 2.0267 5.5118 1.1687
H 3.2238 3.7009 0.7983
H 0.8056 2.7137 -0.4173
H 2.7559 3.9616 -1.3564
H 0.1946 5.3069 -0.9276
H 1.4249 5.6669 -2.1404
H 1.2760 7.2541 0.0556
H 2.8721 6.6798 -0.4525
H 1.1284 5.5659 1.7845
H 2.8681 5.8164 1.7867
```

Values from the calculation:
Charge: 0
Multiplicity: 5
⟨S²⟩: 6.010
Energy relative to the best compared isomer or geometry (same formula, charge and spin) (kcal/mol): 4.15
Orbital gap (alpha / beta) (eV): 7.05 / 7.99
HOMO level (alpha / beta) (eV): -6.61 / -8.08

Löwdin atomic charge list, values in e, 4 entries: Rh 0.9590; N -0.0159; C -0.2345; C -0.2530

=====

# 3
C28H42NO4PdS2Si as an isolated structure in a non-equilibrium geometry. Source: the Open Molecules 2025 dataset; level of theory: wB97M-V/def2-TZVPD.

```
79
C28H42NO4PdS2Si wB97M-V/def2-TZVPD
Pd 0.0174 1.1369 0.9581
O -0.5043 0.2965 -1.2985
S -0.8781 0.3062 -2.7373
C -2.0180 -1.1938 -2.9923
C -1.4866 -2.4192 -2.2691
C -2.3645 -2.8544 -1.0914
C -2.3985 -1.8233 0.0274
S -1.3377 -2.1996 1.5376
O -0.9706 -0.8237 1.9537
C 0.0424 -2.9863 0.7202
C 0.1838 -4.3676 0.8666
C 1.2080 -5.0224 0.2207
C 2.1048 -4.3101 -0.5761
C 1.9675 -2.9295 -0.7096
C 0.9427 -2.2690 -0.0683
C 0.5412 -0.3630 -3.5841
C 1.7971 -0.2288 -2.9817
C 2.9317 -0.6177 -3.6486
C 2.8531 -1.1134 -4.9548
C 1.6104 -1.1797 -5.5813
C 0.4675 -0.7977 -4.9189
H -2.0913 -1.3390 -4.0652
H -2.9863 -0.8715 -2.6171
H -0.4852 -2.1985 -1.8927
H -1.3805 -3.2559 -2.9638
H -1.9767 -3.8005 -0.7029
H -3.3796 -3.0425 -1.4566
H -3.3986 -1.6997 0.4429
H -2.0244 -0.8466 -0.2862
H -0.5184 -4.9039 1.4897
H 1.3120 -6.0946 0.3241
H 2.9055 -4.8267 -1.0865
H 2.6545 -2.3795 -1.3393
H 0.8160 -1.1959 -0.1511
H 1.8464 0.1886 -1.9885
H 3.8975 -0.5267 -3.1711
H 3.7472 -1.4140 -5.4800
H 1.5459 -1.5229 -6.6060
H -0.4877 -0.8352 -5.4229
C 0.7016 3.6669 4.6129
C 0.6381 3.3753 3.1058
C 2.0139 3.5872 2.4737
C 0.1162 1.9607 2.9062
H 1.0647 4.6766 4.8046
H 1.3715 2.9615 5.0999
H -0.2860 3.5645 5.0589
H -0.0609 4.0940 2.6555
H 2.7467 2.9118 2.9123
H 2.3578 4.6127 2.6174
H 1.9635 3.3872 1.4052
H -0.9041 1.8834 3.2942
H 0.7515 1.2433 3.4378
O 2.5579 -1.5080 3.0368
C 2.8614 -0.7719 2.1217
C 4.2995 -0.6706 1.5515
C 4.1934 0.3979 0.4775
C 2.7136 0.7822 0.5377
O 2.1887 1.6409 -0.1790
N 2.0510 0.0845 1.4595
H 4.5882 -1.6492 1.1653
H 4.9760 -0.4061 2.3653
H 4.4405 0.0371 -0.5226
H 4.8032 1.2793 0.6801
C -4.3323 3.7351 0.8527
Si -3.2596 2.1350 0.6920
C -3.5883 1.1595 2.3111
C -4.1567 1.2338 -0.7609
C -1.4573 2.5504 0.3667
H -5.3764 3.4748 1.0099
H -4.2732 4.3367 -0.0504
H -4.0195 4.3579 1.6855
H -4.6113 0.7949 2.3719
H -3.4149 1.7852 3.1814
H -2.9132 0.3135 2.3895
H -5.1767 1.5941 -0.8703
H -4.2106 0.1621 -0.6089
H -3.6478 1.4094 -1.7040
H -1.1721 3.4846 0.8599
H -1.2433 2.6567 -0.7032
```

Values from the calculation:
Charge: -1
Multiplicity: 3
⟨S²⟩: 2.005
Energy relative to the best compared isomer or geometry (same formula, charge and spin) (kcal/mol): 22.78
Orbital gap (alpha / beta) (eV): 3.37 / 6.65
HOMO level (alpha / beta) (eV): -1.18 / -4.46

Löwdin atomic charge list, values in e, 4 entries: Pd 0.8289; O -0.5878; S 1.0011; C -0.2728

=====

Look up the charge of the first one.
+1